(1)
Density functional theory data (ωB97M-V with the def2-TZVPD basis set) for 2 unconnected molecules or ions with the total composition C7H10N2S at a distorted geometry.

Output
net charge: 0
energy above the lowest of the compared OMol25 structures with the same formula, charge and spin: 6.635 eV
lowest unoccupied orbital energy (alpha / beta): -0.63 / 0.22 eV
multiplicity: 1
HOMO-LUMO gap (alpha / beta): 7.22 / 8.18 eV
E_HOMO (alpha / beta): -0.2885 / -0.2923 hartree
energy: -780.1616 Eh

Last column: Mulliken charge in e.
CARTESIAN COORDINATES (ANGSTROEM)
S1 -0.237 2.749 -1.557  -0.191
N1 2.039 1.351 -1.488  -0.292
N2 0.913 1.725 -1.221  0.133
C1 3.155 2.113 -2.044  -0.640
C2 0.397 -1.227 0.583  -0.392
C3 -1.830 -2.022 1.113  -0.573
C4 -2.101 -0.579 1.579  -0.635
C5 -0.378 -2.246 1.028  -0.629
C6 -0.235 -0.005 0.278  0.365
C7 -1.479 0.331 0.521  -0.244
H1 2.723 2.845 -2.736  0.281
H2 3.592 2.741 -1.364  0.309
H3 3.757 1.315 -2.466  0.251
H4 -1.730 -0.522 2.560  0.288
H5 0.051 -3.154 1.086  0.465
H6 1.382 -1.358 0.423  0.532
H7 -2.040 1.267 0.071  0.128
H8 -2.591 -2.660 1.721  0.288
H9 -2.111 -2.196 0.122  0.282
H10 -3.275 -0.467 1.791  0.273

Force components x, y, z for each atom (eV/Å):
S -0.2034 1.0522 -0.1194
N -0.7346 -0.5628 1.9598
N 1.2094 -1.2074 -0.7216
C -2.8218 -0.7665 -2.2110
C -2.6961 -0.4690 1.0493
C -1.9154 -0.0859 2.6248
C -3.6433 -0.7665 -1.4191
C -0.1522 2.8135 -0.3148
C -0.3920 0.8864 -0.8684
C -1.1891 2.2040 0.2137
H 0.2488 -0.3151 -0.7700
H 1.4569 0.9092 2.2899
H 0.5209 0.6649 -0.2098
H 1.1230 0.6319 1.2731
H 1.2511 -3.1531 0.4551
H 3.2570 -0.4440 -0.4814
H 1.3137 -1.9494 0.9583
H 2.1179 0.3959 -0.7025
H -1.1387 0.0556 -1.9746
H 2.3880 0.1058 -1.0311



(2)
Density functional theory data (ωB97M-V with the def2-TZVPD basis set) for 2 unconnected molecules or ions with the total composition C7H10N2S at a distorted geometry.

Output
net charge: 0
energy above the lowest of the compared OMol25 structures with the same formula, charge and spin: 5.969 eV
lowest unoccupied orbital energy: -0.11 eV
multiplicity: 1
HOMO-LUMO gap: 8.34 eV
E_HOMO: -0.3104 hartree
energy: -780.1861 Eh

Last column: Mulliken charge in e.
CARTESIAN COORDINATES (ANGSTROEM)
S1 2.114 0.113 0.567  0.359
N1 3.454 0.931 0.833  -0.668
N2 2.534 -1.521 0.577  -0.466
C1 -2.818 1.178 0.218  -0.593
C2 -1.517 1.287 -0.287  -0.202
C3 -0.922 0.074 -0.635  -0.245
C4 -1.543 -0.973 -0.365  0.403
C5 1.984 0.203 -1.356  -0.637
C6 -2.675 -1.307 0.259  -0.860
C7 -3.306 -0.098 0.548  -0.087
H1 3.411 1.466 1.773  0.206
H2 0.940 0.477 -1.501  0.238
H3 -1.142 2.298 -0.594  0.350
H4 1.991 -2.257 1.036  0.208
H5 -3.499 1.907 0.543  0.380
H6 -3.272 -2.178 0.231  0.383
H7 2.721 0.871 -1.801  0.368
H8 3.553 -1.724 0.786  0.225
H9 2.190 -0.721 -1.925  0.286
H10 -4.197 -0.027 1.095  0.353

Force components x, y, z for each atom (eV/Å):
S 1.4434 0.2477 -1.7902
N -0.6536 0.7130 1.5796
N 1.8343 -1.9676 0.7219
C 1.1877 -2.5865 0.8055
C 0.0178 2.0587 -1.5837
C -1.0911 -0.2192 0.7296
C 1.9320 0.2311 -0.6900
C 0.3669 -0.2427 0.4652
C -1.4773 0.5394 -0.4200
C 0.5130 1.1431 -0.2230
H -0.3425 -1.3554 -1.9335
H 0.3457 0.3107 -0.4142
H -0.0645 -1.0720 0.4911
H -0.2830 0.9838 -0.0166
H -0.1305 1.6843 -0.0004
H 0.0766 -1.2174 0.5353
H -0.2254 0.6752 0.6789
H -1.5594 0.9081 -0.5049
H -0.3775 -0.1700 1.0711
H -1.5126 -0.6643 0.4983



(3)
Density functional theory data (ωB97M-V with the def2-TZVPD basis set) for C7H10N2Si in the gas phase at a distorted geometry.

Output
net charge: 0
structure (SMILES): C[Si](C)(C)/C(C#N)=C\C#N
energy above the lowest of the compared OMol25 structures with the same formula, charge and spin: 0.000 eV
lowest unoccupied orbital energy: -1.20 eV
multiplicity: 1
HOMO-LUMO gap: 9.34 eV
E_HOMO: -0.3872 hartree
energy: -671.6850 Eh

Last column: Mulliken charge in e.
CARTESIAN COORDINATES (ANGSTROEM)
Si1 0.465 0.018 0.051  0.228
N1 -1.697 3.109 0.952  -0.436
N2 -2.437 -2.435 -0.764  -0.417
C1 0.494 -1.103 -1.449  -0.935
C2 0.918 -0.954 1.606  -1.052
C3 -1.231 0.800 0.100  0.675
C4 1.885 1.407 -0.076  -1.051
C5 -2.348 0.142 -0.350  -0.247
C6 -2.371 -1.293 -0.614  0.104
C7 -1.370 2.106 0.527  -0.052
H1 0.007 -2.033 -0.962  0.300
H2 1.854 -1.515 1.371  0.288
H3 0.005 -0.800 -2.391  0.331
H4 2.877 1.138 0.217  0.349
H5 -3.359 0.706 -0.320  0.352
H6 0.970 -0.330 2.560  0.308
H7 1.585 2.312 0.585  0.289
H8 1.605 -1.471 -1.702  0.260
H9 0.180 -1.635 1.847  0.444
H10 1.969 1.829 -1.189  0.262

Force components x, y, z for each atom (eV/Å):
Si 3.1089 0.7215 -0.2256
N -0.0438 1.8814 0.6481
N -0.0596 0.6287 0.0664
C 1.7261 -2.3400 0.6320
C 1.1263 1.7390 0.2159
C -0.8668 -2.5062 -1.3829
C -2.4257 2.0073 -1.5177
C -0.5868 1.1715 1.0960
C -0.2992 0.5055 0.0074
C -0.7507 0.0584 0.0200
H 0.6175 1.1483 -1.4256
H -0.5337 0.5753 0.4778
H 0.0904 -0.1829 0.6384
H 0.4714 -0.6097 0.2667
H 1.7087 -1.2589 -0.2554
H 0.4871 -0.5312 -1.4152
H 0.4658 -1.3379 -1.0496
H -2.3324 1.0169 0.5922
H -1.6195 -1.8201 0.2884
H -0.2842 -0.8669 2.3226



(4)
Density functional theory data (ωB97M-V with the def2-TZVPD basis set) for a gas-phase ion, C7H10N3 (charge +1) at a distorted geometry.

Output
net charge: +1
energy above the lowest of the compared OMol25 structures with the same formula, charge and spin: 2.403 eV
lowest unoccupied orbital energy (alpha / beta): -2.46 / -6.62 eV
multiplicity: 3
HOMO-LUMO gap (alpha / beta): 8.64 / 6.52 eV
E_HOMO (alpha / beta): -0.4078 / -0.4828 hartree
energy: -436.5580 Eh

Last column: Löwdin spin population.
CARTESIAN COORDINATES (ANGSTROEM)
N1 -2.727 -0.293 0.057  0.011
N2 -0.837 0.685 -0.131  0.381
N3 0.749 0.248 -0.742  0.822
C1 2.771 0.965 0.369  0.417
C2 -1.409 -0.503 -0.059  0.040
C3 -1.800 1.674 -0.078  0.035
C4 1.727 1.205 -0.477  0.095
C5 -2.965 1.003 -0.048  0.038
C6 -0.622 -1.694 -0.271  0.013
C7 0.857 -1.079 -0.171  0.056
H1 -3.945 1.301 -0.112  0.005
H2 1.282 -1.167 0.878  0.020
H3 1.613 2.241 -0.955  0.001
H4 3.684 1.549 0.486  0.022
H5 -0.908 -2.193 -1.235  0.001
H6 -1.026 -2.389 0.622  0.000
H7 -1.684 2.780 -0.165  0.000
H8 2.941 0.050 0.853  0.027
H9 -3.414 -1.015 0.059  0.001
H10 1.434 -1.664 -0.924  0.013

Force components x, y, z for each atom (eV/Å):
N 0.7933 -2.4849 -0.3620
N -2.9874 1.2791 1.3508
N 5.7945 1.8012 1.7953
C 1.6884 0.3083 -0.4309
C -0.6916 1.8966 -0.4877
C 0.0626 0.8935 -0.9432
C -1.8775 -0.3955 -2.0143
C -0.1885 1.5016 0.4333
C -0.5406 -1.5304 2.1641
C -0.7213 -2.3010 -1.4330
H -1.9830 1.0657 0.1586
H -0.5726 0.3992 -1.3815
H -0.1151 -1.7903 0.6949
H -0.8274 0.7983 -0.1199
H 0.6838 0.4291 0.8093
H 1.7479 0.9438 -1.9578
H 0.3530 -1.3734 0.1706
H -0.3629 -1.3050 0.5047
H -0.4510 -0.3498 0.0509
H 0.1954 0.2139 0.9980



(5)
Density functional theory data (ωB97M-V with the def2-TZVPD basis set) for a gas-phase ion, C7H10N3O2 (charge -1) at a distorted geometry.

Output
net charge: -1
structure (SMILES): C=C([O-])[C@H]1C=C[C@](N)(ON)N=C1
energy above the lowest of the compared OMol25 structures with the same formula, charge and spin: 2.434 eV
lowest unoccupied orbital energy: 3.90 eV
multiplicity: 1
HOMO-LUMO gap: 7.21 eV
E_HOMO: -0.1216 hartree
energy: -587.4379 Eh

Last column: Mulliken charge in e.
CARTESIAN COORDINATES (ANGSTROEM)
O1 1.351 1.545 0.445  -0.703
O2 -3.065 -0.567 0.172  -0.372
N1 -1.206 -0.033 -1.112  -0.710
N2 -1.931 1.436 0.616  -0.879
N3 -3.949 0.118 -0.694  -0.635
C1 1.918 0.525 0.011  0.462
C2 3.208 0.279 -0.281  -1.179
C3 0.253 -1.120 1.040  -0.269
C4 -1.760 0.033 0.218  1.826
C5 -0.006 -0.430 -1.266  -0.609
C6 -0.995 -0.724 1.261  -1.569
C7 0.945 -0.799 -0.222  0.215
H1 3.566 -0.671 -0.643  0.270
H2 -1.789 2.020 -0.204  0.256
H3 3.943 1.056 -0.143  0.303
H4 1.625 -1.590 -0.541  0.525
H5 -3.443 0.209 -1.581  0.312
H6 -1.539 -0.910 2.173  0.338
H7 -1.171 1.671 1.248  0.348
H8 0.352 -0.430 -2.294  0.395
H9 0.811 -1.653 1.799  0.376
H10 -4.039 1.061 -0.305  0.299

Force components x, y, z for each atom (eV/Å):
O -0.3717 0.2460 0.0728
O -0.0083 -0.3373 -0.0374
N 0.1656 -0.0498 -0.2738
N 0.1921 -0.0684 -0.0238
N -0.0201 0.0733 -0.0795
C -1.0359 -0.6779 0.2027
C 1.1160 -0.0953 -0.2635
C -0.2609 -0.0272 0.1959
C -0.1701 0.5954 0.2653
C -0.5817 0.2769 -0.5047
C -0.0536 -0.1068 -0.1466
C 0.6984 0.5259 0.4168
H -0.0891 -0.1892 -0.0464
H 0.0892 -0.0827 0.0677
H 0.1101 0.2081 0.0225
H -0.1286 -0.0064 -0.0679
H -0.0571 0.0231 0.2015
H 0.0426 -0.0977 0.2008
H 0.0773 0.0060 -0.1890
H 0.1363 -0.0609 -0.0507
H 0.0133 0.0045 0.0801
H 0.1363 -0.1595 -0.0429



(6)
Density functional theory data (ωB97M-V with the def2-TZVPD basis set) for C7H10N4 in the gas phase at a distorted geometry.

Output
net charge: 0
energy above the lowest of the compared OMol25 structures with the same formula, charge and spin: 7.158 eV
lowest unoccupied orbital energy (alpha / beta): -0.07 / -0.91 eV
multiplicity: 1
HOMO-LUMO gap (alpha / beta): 7.68 / 6.01 eV
E_HOMO (alpha / beta): -0.2848 / -0.2544 hartree
energy: -491.5111 Eh

Last column: Mulliken charge in e.
CARTESIAN COORDINATES (ANGSTROEM)
N1 3.339 -1.588 0.498  -0.467
N2 -4.049 -1.263 -0.364  -0.421
N3 -0.833 0.254 -0.088  0.408
N4 2.039 -1.199 0.472  -0.377
C1 2.867 0.917 -0.602  -1.387
C2 -1.613 -0.829 -0.456  -1.102
C3 -1.621 1.180 0.618  -0.230
C4 1.779 -0.031 -0.050  1.026
C5 0.542 0.577 -0.165  -0.309
C6 -2.901 -0.540 0.009  0.858
C7 -2.874 0.719 0.687  -0.646
H1 -1.167 2.207 0.949  0.224
H2 -3.998 -2.031 -0.862  0.198
H3 -4.857 -0.643 -0.316  0.227
H4 3.365 0.298 -1.359  0.422
H5 -3.721 1.096 1.265  0.350
H6 0.508 1.683 -0.036  0.159
H7 4.082 -1.152 -0.223  0.207
H8 3.519 -2.503 0.839  0.219
H9 2.128 1.657 -1.112  0.286
H10 3.467 1.192 0.296  0.355

Force components x, y, z for each atom (eV/Å):
N 1.6486 2.5256 -2.1444
N 1.1600 7.1508 4.5046
N -0.4219 -1.5710 0.1923
N 0.2587 -0.8464 -0.0514
C -2.4227 -0.5568 0.2380
C 2.5711 -1.0189 -0.7080
C 0.8512 2.7917 0.4960
C 0.8366 0.1151 -0.4122
C -2.6019 1.5047 0.6905
C -1.0475 -0.4786 -0.9812
C -1.9161 0.0161 1.2298
H -1.0826 -2.2944 -0.4540
H 0.3351 -4.4173 -3.1790
H -0.0213 -1.1403 -0.2915
H 0.4563 0.7448 0.0256
H 0.4468 0.3570 -0.3562
H 0.8500 -0.8208 -0.5929
H -2.3593 -1.4773 2.2377
H -0.1319 -0.5158 -0.0322
H 2.5749 -0.4832 0.7979
H 0.0160 0.4149 -1.2095